(1)
Formula: C13H22O3PPtTe
Source: OMol25
Level of theory: the ωB97M-V functional and the def2-TZVPD basis

Last column: Mulliken spin population.
Positions of all 41 atoms, in Å:
Pt 0.281 -1.358 0.476  1.292
C 1.459 -4.224 -0.033  0.009
C 1.737 -2.949 0.706  0.120
C 2.747 -2.052 0.233  0.152
C 3.156 -0.924 0.977  0.164
C 4.225 -0.029 0.455  0.008
C 2.531 -0.686 2.215  0.114
C 1.571 -1.562 2.760  0.146
C 1.023 -1.372 4.122  0.008
C 1.127 -2.664 1.955  0.030
H 1.498 -4.078 -1.112  0.000
H 0.499 -4.654 0.248  0.000
H 2.234 -4.950 0.229  0.006
H 3.191 -2.242 -0.738  -0.002
H 3.864 0.516 -0.422  0.015
H 5.084 -0.617 0.125  0.011
H 4.552 0.693 1.200  -0.001
H 2.838 0.173 2.800  0.015
H -0.047 -1.583 4.157  0.006
H 1.228 -0.384 4.525  0.000
H 1.494 -2.114 4.781  0.020
H 0.432 -3.376 2.386  0.001
C -4.212 2.484 0.688  0.010
C -2.720 2.448 0.538  -0.001
O -2.382 2.103 -0.894  0.001
P -1.659 0.899 -1.497  -0.196
O -0.804 0.091 -0.576  -0.027
Te -3.613 -0.400 -2.510  2.057
O -0.961 1.276 -2.802  0.010
C -1.035 2.575 -3.586  0.005
C -2.261 2.578 -4.450  0.025
H -4.445 2.809 1.704  0.001
H -4.662 1.500 0.550  -0.002
H -4.662 3.198 0.001  -0.001
H -2.232 1.706 1.164  0.002
H -2.253 3.419 0.674  0.000
H -0.108 2.552 -4.150  0.004
H -1.014 3.375 -2.851  0.002
H -2.264 1.737 -5.144  -0.002
H -2.261 3.491 -5.048  0.002
H -3.178 2.596 -3.854  -0.003

## Properties
Frontier orbital gap (alpha / beta) (eV): 9.078 / 7.177
E_LUMO (alpha / beta) (eV): -9.864 / -12.991
Spin multiplicity: 5
Highest occupied orbital energy (alpha / beta) (eV): -18.942 / -20.168
Energy relative to the best compared isomer or geometry (same formula, charge and spin) (kJ/mol): 0.00
Charge: +3
Expectation value of S²: 6.0217


(2)
Formula: C13H22O5
Source: OMol25
Level of theory: the ωB97M-V functional and the def2-TZVPD basis

Last column: natural (NBO) charge in e.
Positions of all 40 atoms, in Å:
C 0.130 -2.495 2.107  -0.608
C 1.180 -1.662 1.373  -0.215
C 2.488 -1.697 2.161  -0.602
C 1.409 -2.168 -0.074  -0.259
C 0.133 -2.539 -0.761  -0.190
C -0.364 -1.861 -1.800  0.160
C -1.632 -2.230 -2.471  0.745
O -2.212 -1.555 -3.280  -0.572
O -2.103 -3.425 -2.069  -0.688
O 0.209 -0.750 -2.354  -0.496
C 1.190 -0.127 -1.557  0.385
O 0.617 0.633 -0.539  -0.550
C -0.212 1.690 -0.997  -0.058
C -0.791 2.402 0.218  -0.418
C -1.712 3.549 -0.187  -0.422
C -2.199 4.334 1.034  -0.052
O -1.151 4.939 1.752  -0.716
C 2.153 -1.145 -0.943  -0.432
H 0.068 -2.174 3.144  0.212
H -0.852 -2.375 1.657  0.212
H 0.397 -3.550 2.093  0.197
H 0.829 -0.630 1.309  0.229
H 3.266 -1.115 1.676  0.203
H 2.333 -1.286 3.156  0.212
H 2.840 -2.722 2.266  0.198
H 2.020 -3.077 -0.004  0.218
H -0.401 -3.408 -0.415  0.235
H -2.935 -3.611 -2.532  0.502
H 1.724 0.533 -2.266  0.163
H -1.015 1.289 -1.629  0.186
H 0.390 2.382 -1.607  0.161
H -1.345 1.677 0.817  0.205
H 0.026 2.784 0.831  0.216
H -1.177 4.228 -0.858  0.189
H -2.578 3.162 -0.725  0.210
H -2.686 3.662 1.744  0.176
H -2.931 5.091 0.715  0.158
H -0.655 5.506 1.151  0.460
H 2.651 -1.657 -1.769  0.220
H 2.898 -0.603 -0.366  0.224

## Properties
Frontier orbital gap (eV): 9.807
SMILES: CC(C)[C@H]1C=C(C(=O)O)O[C@@H](OCCCCO)C1
E_LUMO (eV): 0.710
Highest occupied orbital energy (eV): -9.097
Energy relative to the best compared isomer or geometry (same formula, charge and spin) (kJ/mol): 8.01


(3)
Formula: C13H23AlN4O7S
Source: OMol25
Level of theory: the ωB97M-V functional and the def2-TZVPD basis

Last column: natural (NBO) charge in e.
Positions of all 49 atoms, in Å:
Al 1.608 -0.484 0.123  1.885
N 0.918 0.081 2.059  -0.871
C -0.409 -0.305 2.574  -0.214
C -0.572 -1.815 2.553  -0.421
C -0.680 -2.378 1.147  -0.216
N 0.580 -2.268 0.388  -0.907
H 1.645 -0.226 2.699  0.393
H 0.987 1.092 1.996  0.404
H -1.154 0.157 1.925  0.217
H -0.557 0.080 3.587  0.188
H -1.478 -2.077 3.102  0.225
H 0.261 -2.287 3.088  0.200
H -1.437 -1.829 0.587  0.221
H -0.999 -3.422 1.187  0.196
H 0.366 -2.466 -0.591  0.446
H 1.238 -2.996 0.653  0.414
N 5.424 -1.231 1.068  -0.762
C 4.221 -0.663 1.013  0.730
O 3.189 -1.344 1.199  -0.731
C 4.103 0.820 0.782  -0.499
C 2.812 1.118 0.008  -1.020
H 5.476 -2.238 1.070  0.417
H 6.233 -0.713 0.774  0.408
H 5.020 1.213 0.337  0.212
H 4.044 1.246 1.792  0.227
H 3.038 1.251 -1.052  0.245
H 2.383 2.065 0.349  0.205
C -5.776 3.171 -1.363  -0.630
C -4.510 2.370 -1.490  0.000
C -4.544 1.000 -1.716  -0.222
C -3.371 0.263 -1.823  -0.171
C -2.153 0.905 -1.704  -0.370
C -2.094 2.276 -1.489  -0.113
C -3.267 2.997 -1.379  -0.237
S -0.646 -0.006 -1.871  2.428
O -0.996 -1.402 -2.017  -0.990
O 0.138 0.606 -2.902  -0.933
O -0.022 0.218 -0.498  -1.102
H -6.653 2.560 -1.571  0.216
H -5.776 4.014 -2.055  0.222
H -5.880 3.577 -0.355  0.220
H -5.500 0.500 -1.814  0.211
H -3.392 -0.804 -2.002  0.241
H -1.131 2.767 -1.420  0.223
H -3.224 4.068 -1.213  0.211
O 4.291 -2.253 -1.839  -0.418
N 3.170 -2.391 -1.388  0.734
O 2.399 -1.335 -1.381  -0.659
O 2.674 -3.478 -1.125  -0.455

## Properties
Frontier orbital gap (eV): 9.124
E_LUMO (eV): 0.116
Highest occupied orbital energy (eV): -9.008


(4)
Formula: C13H23BCl2N4O4SSi
Source: OMol25
Level of theory: the ωB97M-V functional and the def2-TZVPD basis

Last column: natural (NBO) charge in e.
Positions of all 49 atoms, in Å:
C 4.849 -0.983 0.515  -0.672
C 3.973 -2.306 0.733  0.022
Cl 4.824 -3.698 1.608  -0.006
C 2.634 -2.378 0.266  -0.060
Cl 1.763 -3.988 0.573  -0.012
C 1.834 -1.230 -0.522  0.217
N 0.556 -1.893 -1.041  -0.543
C 0.723 -2.324 -2.256  0.857
O 0.775 -2.710 -3.441  -0.497
O 1.399 -0.125 0.290  -0.506
C 1.830 1.160 -0.229  -0.282
B 2.356 2.087 1.043  1.138
N 3.279 3.260 0.731  -1.153
O 1.957 1.878 2.415  -0.917
C 0.681 2.033 -0.959  0.115
N 1.396 3.040 -1.860  -0.530
C 1.655 2.531 -3.024  0.287
S 1.669 1.731 -4.497  0.018
N -0.274 1.268 -1.796  -0.665
C -1.627 1.116 -1.180  -0.235
C -2.289 -0.343 -1.323  -0.075
O -2.163 -1.022 -0.041  -0.875
Si -3.546 -0.786 0.980  1.869
C -4.159 1.044 1.055  -1.161
C -5.000 -2.001 0.572  -1.154
C -2.947 -1.224 2.780  -1.139
H 5.835 -1.032 1.124  0.257
H 4.254 -0.107 0.957  0.219
H 5.031 -0.735 -0.593  0.238
H 2.430 -0.945 -1.458  0.197
H 2.734 1.111 -0.948  0.205
H 2.734 4.029 0.298  0.409
H 3.955 2.889 0.026  0.374
H 2.796 1.607 2.875  0.505
H 0.168 2.677 -0.143  0.216
H 0.112 0.390 -2.165  0.384
H -1.637 1.494 -0.084  0.206
H -2.331 1.850 -1.751  0.186
H -1.885 -0.952 -2.212  0.197
H -3.420 -0.171 -1.540  0.170
H -4.957 1.120 1.873  0.251
H -4.566 1.429 0.040  0.240
H -3.290 1.741 1.389  0.239
H -4.986 -2.811 1.385  0.249
H -6.010 -1.451 0.551  0.244
H -4.730 -2.489 -0.441  0.246
H -3.825 -1.259 3.515  0.237
H -2.294 -2.167 2.776  0.251
H -2.267 -0.353 3.133  0.237

## Properties
Frontier orbital gap (eV): 8.636
SMILES: C/C(Cl)=C(/Cl)[C@@H](N=C=O)O[C@H](B(N)O)[C@@H](N=C=S)NCCO[Si](C)(C)C
E_LUMO (eV): -0.531
Highest occupied orbital energy (eV): -9.167


(5)
Formula: C13H23BN3O4S
Source: OMol25
Level of theory: the ωB97M-V functional and the def2-TZVPD basis

Last column: natural (NBO) charge in e.
Positions of all 45 atoms, in Å:
C 1.734 -2.509 3.886  -0.352
C 1.012 -3.350 2.850  -0.264
C 0.558 -2.567 1.483  0.196
C -0.844 -1.730 1.627  -0.021
S -1.939 -1.575 3.137  0.086
N -0.926 -1.152 0.231  -0.374
C -2.148 -0.301 -0.030  -0.247
C -2.656 -0.300 -1.604  -0.646
C 0.254 -1.533 -0.659  0.636
N 0.464 -1.069 -2.091  -0.641
C 1.225 0.237 -2.173  -0.240
C 0.623 1.447 -1.239  -0.663
N 1.181 -2.451 0.110  -0.674
B 2.466 -3.164 -0.266  1.152
C 3.638 -2.614 -1.280  -1.046
O 2.679 -4.523 0.344  -0.879
H 2.639 -2.957 4.478  0.240
H 1.416 -1.371 4.057  0.223
H 0.783 -4.478 3.097  0.267
H -1.894 -0.194 3.472  0.171
H -2.062 0.807 0.377  0.233
H -3.046 -0.788 0.588  0.254
H -3.718 0.245 -1.589  0.261
H -1.966 0.308 -2.330  0.239
H -2.881 -1.405 -1.986  0.233
H 0.869 -1.817 -2.696  0.414
H 1.252 0.666 -3.287  0.241
H 2.375 0.133 -1.870  0.191
H 1.113 2.466 -1.625  0.248
H 0.964 1.346 -0.104  0.213
H -0.534 1.604 -1.317  0.237
H 4.579 -2.255 -0.651  0.280
H 3.283 -1.838 -2.080  0.246
H 4.023 -3.563 -1.893  0.274
H 3.667 -4.568 0.550  0.507
C -1.007 4.976 -0.167  -0.104
C -1.896 4.684 0.998  -0.102
O -3.061 4.154 0.394  -0.475
C -2.687 3.657 -0.821  0.960
O -3.403 2.977 -1.537  -0.580
O -1.407 4.019 -1.130  -0.488
H 0.052 4.861 0.078  0.205
H -1.171 5.979 -0.577  0.198
H -1.471 3.930 1.669  0.176
H -2.133 5.581 1.576  0.217

## Properties
Frontier orbital gap (eV): 7.969
E_LUMO (eV): -3.751
Highest occupied orbital energy (eV): -11.720
Charge: +1


(6)
Formula: C13H23BN6PbSi
Source: OMol25
Level of theory: the ωB97M-V functional and the def2-TZVPD basis

Last column: natural (NBO) charge in e.
Positions of all 45 atoms, in Å:
H 0.315 -3.198 1.899  0.202
N 1.487 -1.668 0.966  -0.327
B 3.506 -0.428 -0.160  0.566
N 2.846 -1.582 0.663  -0.324
C 3.491 -2.699 1.080  -0.001
Pb -0.692 -0.426 0.018  0.839
H 4.521 -2.803 0.874  0.216
C 2.528 -3.542 1.695  -0.370
H 2.717 -4.487 2.151  0.223
C 1.316 -2.856 1.570  -0.049
H 4.662 -0.664 -0.367  -0.041
C -1.550 2.002 -0.529  -1.004
H -2.608 2.102 -0.821  0.236
H -1.163 1.714 -1.634  0.292
H -0.848 2.854 -0.400  0.267
N 3.327 0.912 0.562  -0.353
N 2.665 -0.371 -1.468  -0.296
N 2.070 1.370 0.853  -0.289
N 1.294 -0.237 -1.529  -0.339
C 4.248 1.821 0.955  -0.021
C 3.149 -0.489 -2.710  0.001
H 5.296 1.621 0.803  0.212
H 4.224 -0.668 -2.824  0.228
C 3.574 2.909 1.529  -0.374
C 2.126 -0.406 -3.621  -0.358
C 2.204 2.553 1.431  -0.058
C 0.936 -0.252 -2.861  -0.056
H 3.988 3.796 1.952  0.219
H 2.169 -0.447 -4.702  0.229
H 1.333 3.137 1.758  0.196
H -0.085 -0.149 -3.178  0.209
H -1.702 1.593 0.478  0.276
C -4.250 -1.444 -0.137  -1.116
Si -2.694 -1.906 -0.976  1.055
C -1.946 -3.511 -0.534  -1.135
C -2.649 -1.551 -2.773  -1.125
H -4.174 -1.508 0.943  0.249
H -4.936 -2.188 -0.512  0.235
H -4.581 -0.448 -0.418  0.247
H -2.614 -4.193 -1.068  0.230
H -0.913 -3.661 -0.883  0.260
H -1.959 -3.700 0.545  0.244
H -3.520 -2.128 -3.098  0.219
H -2.786 -0.494 -3.019  0.237
H -1.741 -1.915 -3.262  0.248

## Properties
Frontier orbital gap (eV): 6.157
E_LUMO (eV): 0.124
Highest occupied orbital energy (eV): -6.033